(1)
Density functional theory data (ωB97M-V/def2-TZVPD) for a molecular structure, C29H21Cl2FeN5O8 in a non-equilibrium geometry.

Structure (XYZ):
```
66
Properties=species:S:1:pos:R:3
Fe -0.902 0.707 -0.683
Cl 1.715 -4.068 -5.587
C 1.448 -2.600 -4.694
C 0.547 -2.602 -3.647
C 0.282 -1.444 -2.911
N -0.681 -1.356 -1.938
C -1.328 -2.426 -1.475
O -1.148 -3.628 -1.727
C -2.401 -2.079 -0.480
C -2.804 -3.058 0.426
C -3.768 -2.752 1.366
C -4.336 -1.489 1.329
C -3.909 -0.597 0.356
N -2.946 -0.860 -0.518
C 1.015 -0.259 -3.228
C 1.907 -0.284 -4.304
C 2.112 -1.437 -5.036
Cl 3.191 -1.403 -6.400
N 0.736 0.879 -2.528
C 1.633 1.845 -2.370
O 2.846 1.842 -2.630
C 1.031 3.092 -1.788
C 1.792 4.261 -1.793
C 1.248 5.422 -1.284
C -0.050 5.377 -0.799
C -0.739 4.172 -0.844
N -0.215 3.053 -1.320
H 0.020 -3.508 -3.395
H -2.336 -4.030 0.372
H -4.073 -3.473 2.112
H -5.089 -1.198 2.044
H -4.356 0.382 0.269
H 2.431 0.621 -4.567
H 2.793 4.213 -2.196
H 1.821 6.342 -1.260
H -0.520 6.260 -0.391
H -1.750 4.091 -0.473
O -3.995 1.044 4.990
C -3.293 1.098 3.980
C -2.275 0.096 3.568
O -1.897 -0.882 4.220
C -1.855 0.491 2.233
C -2.563 1.670 1.804
O -2.453 2.099 0.621
C -3.345 2.171 2.942
O -3.922 3.255 3.053
O -1.008 -0.078 1.487
O 1.300 0.735 0.251
C 2.213 -0.015 0.529
C 3.362 0.406 1.425
C 3.265 -0.540 2.642
C 1.813 -0.945 2.978
C 1.322 -2.240 2.310
C 1.131 -2.107 0.788
N 2.236 -1.351 0.226
H 3.211 1.441 1.727
H 4.323 0.317 0.918
H 3.716 -0.050 3.507
H 3.851 -1.444 2.449
H 1.130 -0.141 2.703
H 1.726 -1.083 4.059
H 0.353 -2.479 2.749
H 2.017 -3.057 2.539
H 0.221 -1.544 0.583
H 1.072 -3.078 0.294
H 3.126 -1.796 0.416
```

Output
- charge = -2
- energy (eV) = -113681.0534
- maximum force (eV/Å) = 1.4
- ΔE to the lowest compared entry with this formula, charge and spin (kcal per mole) = 11.2
- 2S+1 = 5
- HOMO energy (alpha / beta) (eV) = -1.86 / -1.87
- expectation value of S² = 6.007
- HOMO-LUMO gap (alpha / beta) (eV) = 6.17 / 6.17


(2)
Density functional theory data (ωB97M-V/def2-TZVPD) for a molecular structure, C29H21ClF3I2N7O5Ru.

Structure (XYZ):
```
69
Properties=species:S:1:pos:R:3
Ru 0.590 1.085 -0.349
Cl 3.535 -5.076 1.068
C 2.920 -3.677 0.223
C 2.188 -3.841 -0.920
C 1.682 -2.741 -1.632
I 0.582 -3.044 -3.370
C 1.888 -1.433 -1.202
O 1.483 -0.374 -1.799
C 2.641 -1.289 0.029
N 2.774 -0.015 0.449
C 3.524 0.242 1.490
C 4.164 -0.773 2.224
C 3.973 -2.081 1.863
C 3.190 -2.382 0.729
H 1.997 -4.840 -1.287
H 3.621 1.284 1.775
H 4.784 -0.514 3.071
H 4.427 -2.886 2.425
I -3.509 -0.446 -8.167
C -2.683 -0.073 -6.280
C -3.326 -0.555 -5.150
C -2.765 -0.320 -3.905
C -1.589 0.410 -3.797
C -0.968 0.906 -4.936
C -1.507 0.655 -6.187
C -0.970 0.645 -2.461
O -1.126 -0.209 -1.551
O -0.300 1.703 -2.281
H -4.254 -1.103 -5.236
H -3.246 -0.686 -3.008
H -0.057 1.480 -4.829
H -1.019 1.024 -7.079
C -2.093 -2.674 2.496
C -1.238 -2.736 1.244
N -0.569 -1.463 1.056
C -0.200 -0.657 2.086
N 0.371 0.481 1.806
C 0.632 1.436 2.863
C 1.036 0.717 4.138
C -0.042 -0.285 4.500
N -0.396 -1.112 3.356
C -1.202 -2.287 3.660
H -2.568 -3.634 2.699
H -2.876 -1.924 2.358
H -1.844 -2.918 0.358
H -0.506 -3.548 1.318
H -0.765 -0.999 0.173
H -0.255 2.059 3.027
H 1.422 2.113 2.532
H 1.175 1.419 4.961
H 1.980 0.192 3.973
H -0.937 0.234 4.866
H 0.302 -0.948 5.300
H -1.803 -2.059 4.544
H -0.543 -3.124 3.920
N -1.684 1.610 0.385
C -2.558 2.208 -0.094
C -3.656 2.865 -0.626
C -4.563 2.117 -1.410
N -5.291 1.495 -2.057
C -3.875 4.238 -0.382
N -4.073 5.359 -0.186
F 2.990 5.119 -1.542
C 2.232 4.964 -0.450
F 1.308 5.926 -0.446
F 3.031 5.157 0.627
C 1.614 3.553 -0.364
O 2.288 2.602 -0.816
O 0.514 3.424 0.201
```

Output
- charge = -1
- energy (eV) = -90543.0512
- maximum force (eV/Å) = 0.4
- ΔE to the lowest compared entry with this formula, charge and spin (kcal per mole) = 21.6
- 2S+1 = 6
- HOMO energy (alpha / beta) (eV) = -5.13 / -5.20
- expectation value of S² = 8.757
- HOMO-LUMO gap (alpha / beta) (eV) = 7.03 / 6.14


(3)
Density functional theory data (ωB97M-V/def2-TZVPD) for a molecular structure, C29H21N6PS12V in a non-equilibrium geometry.

Structure (XYZ):
```
70
Properties=species:S:1:pos:R:3
V 1.362 -0.940 0.306
N -0.142 -0.196 -2.286
P -0.557 0.312 -0.679
C -1.685 1.689 -1.205
C -2.069 1.901 -2.528
C -2.961 2.918 -2.848
C -3.483 3.730 -1.855
C -3.131 3.498 -0.531
C -2.248 2.482 -0.211
C -2.022 -0.742 -0.278
C -2.424 -0.732 1.058
C -3.579 -1.393 1.448
C -4.344 -2.073 0.508
C -3.948 -2.083 -0.824
C -2.795 -1.418 -1.218
C 0.744 -1.246 -2.499
C 0.984 -1.644 -3.812
C 1.767 -2.751 -4.064
C 2.251 -3.463 -2.973
C 1.973 -3.013 -1.703
N 1.270 -1.888 -1.430
H 0.137 0.621 -2.819
H -1.700 1.276 -3.329
H -3.239 3.073 -3.885
H -4.162 4.535 -2.111
H -3.536 4.124 0.255
H -1.979 2.302 0.824
H -1.828 -0.186 1.786
H -3.883 -1.372 2.488
H -5.252 -2.583 0.807
H -4.554 -2.601 -1.561
H -2.491 -1.420 -2.261
H 0.550 -1.068 -4.618
H 1.975 -3.062 -5.079
H 2.860 -4.347 -3.099
H 2.328 -3.552 -0.837
N 2.686 1.957 2.177
C 2.163 0.897 2.789
N 1.506 -0.103 2.235
C 1.114 -1.030 3.181
C 1.499 -0.781 4.450
S 2.382 0.693 4.524
C 0.319 -2.149 2.706
C -0.372 -3.044 3.443
S -1.190 -4.164 2.412
C -0.542 -3.327 1.029
N 0.220 -2.310 1.329
N -0.794 -3.796 -0.226
H 2.197 2.341 1.343
H 3.074 2.678 2.760
H 1.323 -1.369 5.336
H -0.477 -3.107 4.512
H -1.696 -4.227 -0.344
H -0.563 -3.131 -0.946
S 8.055 -1.450 -2.457
C 6.574 -1.279 -1.733
S 5.442 -0.042 -2.132
C 4.183 -0.453 -0.975
C 4.433 -1.547 -0.214
S 3.372 -2.173 1.002
S 5.979 -2.331 -0.502
S 2.803 0.578 -0.837
S -1.095 8.728 2.462
C -0.771 7.106 2.254
S 0.173 6.462 0.978
C 0.076 4.735 1.361
C -0.684 4.447 2.472
S -1.125 2.931 3.140
S -1.349 5.872 3.295
S 0.894 3.699 0.240
```

Output
- charge = -2
- energy (eV) = -204359.9517
- maximum force (eV/Å) = 2.9
- ΔE to the lowest compared entry with this formula, charge and spin (kcal per mole) = 42.3
- 2S+1 = 4
- HOMO energy (alpha / beta) (eV) = -0.64 / -0.64
- expectation value of S² = 3.770
- HOMO-LUMO gap (alpha / beta) (eV) = 3.83 / 3.83


(4)
Density functional theory data (ωB97M-V/def2-TZVPD) for a molecular structure, C29H22AsBrN2O2STi.

Structure (XYZ):
```
59
Properties=species:S:1:pos:R:3
Ti -0.038 0.078 0.256
S 2.036 0.222 -0.816
C 2.845 1.773 -0.524
C 4.235 1.824 -0.637
C 4.906 3.023 -0.460
C 4.207 4.189 -0.172
C 2.828 4.152 -0.056
C 2.151 2.949 -0.223
As 0.240 2.780 -0.133
C -0.476 4.579 0.043
C -1.095 5.143 -1.068
C -1.582 6.441 -1.005
C -1.453 7.172 0.166
C -0.836 6.608 1.277
C -0.346 5.313 1.218
C -0.013 2.123 1.702
C -1.268 2.279 2.309
C -1.510 1.732 3.556
C -0.522 0.991 4.203
C 0.713 0.813 3.607
C 0.975 1.386 2.362
H 4.780 0.920 -0.873
H 5.983 3.048 -0.557
H 4.737 5.123 -0.041
H 2.275 5.058 0.160
H -1.192 4.574 -1.985
H -2.059 6.879 -1.871
H -1.835 8.183 0.217
H -0.734 7.180 2.189
H 0.136 4.879 2.085
H -2.044 2.843 1.805
H -2.473 1.875 4.029
H -0.723 0.559 5.174
H 1.485 0.240 4.103
H 1.960 1.281 1.920
C -4.917 -0.017 -0.586
C -4.329 -0.545 0.554
C -2.975 -0.353 0.746
N -2.209 0.310 -0.129
C -2.778 0.815 -1.231
C -4.127 0.675 -1.491
H -5.975 -0.148 -0.769
H -4.905 -1.096 1.282
H -2.473 -0.751 1.621
H -2.120 1.338 -1.914
H -4.545 1.096 -2.394
Br 0.705 -6.703 3.254
C 0.377 -5.780 1.644
C 0.217 -6.489 0.456
N -0.013 -5.899 -0.711
C -0.092 -4.575 -0.741
C 0.051 -3.791 0.400
C 0.293 -4.406 1.624
C -0.046 -2.332 0.305
O -0.241 -1.736 -0.788
O 0.065 -1.591 1.363
H 0.282 -7.570 0.456
H -0.276 -4.111 -1.702
H 0.414 -3.817 2.523
```

Output
- charge = +1
- energy (eV) = -202333.9065
- maximum force (eV/Å) = 0.5
- ΔE to the lowest compared entry with this formula, charge and spin (kcal per mole) = 0.7
- 2S+1 = 2
- HOMO energy (alpha / beta) (eV) = -10.89 / -10.90
- expectation value of S² = 0.756
- HOMO-LUMO gap (alpha / beta) (eV) = 7.33 / 7.57